{"formula": "C8H8N2O", "method": "the ωB97M-V functional and the def2-TZVPD basis", "symbols": ["C", "C", "C", "C", "C", "C", "C", "C", "H", "H", "H", "H", "H", "H", "H", "H", "N", "N", "O"], "xyz": [[-1.32, -2.02, 2.54], [-0.11, -1.28, 0.61], [1.14, -1.47, 0.14], [1.73, -0.43, -0.75], [0.99, 0.78, -0.96], [0.94, 1.97, -1.68], [-0.36, 0.86, -0.37], [-0.96, -0.18, 0.50], [-0.84, -1.11, 3.04], [-2.20, -1.63, 2.37], [-1.31, -3.16, 3.29], [1.97, -2.19, 0.40], [2.54, -0.59, -1.05], [1.91, 2.50, -2.25], [-0.41, 3.57, -2.01], [-1.95, 0.01, 0.97], [-0.10, 2.62, -1.51], [-0.99, 1.95, -0.81], [-0.55, -2.36, 1.41]], "e_homo_ha": -0.28885, "e_above_lowest_kcal_mol": 149.0, "energy_ev": -13447.767, "lumo_ev": 0.41}